16 unconnected molecules or ions with the total composition C39H100BO23 in a non-equilibrium geometry, computed with ωB97M-V/def2-TZVPD.

Results
* HOMO (spin up / spin down): -9.050 / -9.050 eV
* orbital gap (spin up / spin down): 8.542 / 1.628 eV
* total energy: -89830.315 eV
* LUMO level (spin up / spin down): -0.5 / -7.4 eV
* spin multiplicity: 2
* net charge: 0

```
163
Properties=species:S:1:pos:R:3:forces:R:3:mulliken_spin:R:1
O 10.63708 6.35676 -18.76140 -3.5 -1.5 0.5 0.004
C 9.48080 5.96620 -18.52570 0.4 1.8 -0.6 0.000
O 8.31037 6.61342 -18.91409 2.8 -1.2 0.8 -0.001
B 7.13268 5.92446 -18.33964 0.7 0.5 -0.3 0.001
O 7.68282 4.74337 -17.66083 0.3 -0.6 0.3 0.001
C 8.99019 4.69454 -17.68583 2.4 -1.8 0.7 0.004
O 9.73595 3.81324 -17.18331 -2.4 2.9 -1.8 0.005
O 6.17341 5.65282 -19.39803 0.1 -0.2 0.6 0.000
C 5.08720 6.37033 -19.17322 -3.0 0.1 -3.0 0.000
O 4.13169 6.39904 -19.96696 2.4 0.2 2.6 0.000
C 5.27011 7.15280 -17.84382 -2.6 1.3 0.9 0.000
O 6.44023 6.80677 -17.38171 0.1 0.2 0.4 0.001
O 4.43923 7.92493 -17.32303 2.6 -2.2 -1.6 0.000
C 3.69222 2.92738 -20.15995 1.1 1.9 -0.4 0.000
O 2.38779 2.98640 -19.70081 -1.8 -0.9 0.7 0.000
H 4.34964 2.53899 -19.38211 0.3 -0.3 -0.4 0.000
H 3.79972 2.50269 -21.15804 -0.3 -0.8 0.3 0.000
H 3.92320 3.97766 -20.33791 0.9 0.1 0.1 0.000
H 2.39511 2.90926 -18.74394 -0.2 0.0 -0.1 0.000
C 6.74288 10.18737 -18.78530 0.8 -0.5 -0.1 0.000
O 5.62836 10.40522 -17.95996 0.1 0.7 0.2 0.000
H 7.29581 9.35634 -18.34740 0.2 -0.5 -0.4 0.000
H 6.42497 9.97655 -19.80637 0.2 0.0 -0.1 0.000
H 7.49276 10.97828 -18.80061 -0.6 0.6 0.1 0.000
H 5.30078 9.51141 -17.83588 -0.8 0.0 0.5 0.000
C 5.10322 5.76535 -23.19013 -1.1 0.8 1.2 0.000
O 5.08793 6.20551 -24.53568 0.6 -0.6 -0.2 0.000
H 5.76745 4.94230 -22.92653 0.4 0.2 -0.8 0.000
H 5.28013 6.60799 -22.52174 0.6 0.1 0.1 0.000
H 4.11583 5.46327 -22.84096 -0.3 -0.4 -0.3 0.000
H 4.63734 7.05252 -24.56942 0.0 -0.1 0.1 0.000
C 12.98865 5.72670 -16.41728 0.3 0.5 1.0 -0.002
O 13.92861 6.60852 -15.78648 0.2 -1.0 -0.6 0.001
H 13.26317 4.71162 -16.13032 0.2 0.0 -0.1 0.000
H 11.98897 5.86304 -16.00479 -0.2 0.2 -0.2 0.000
H 12.96768 5.81844 -17.50321 0.0 0.1 -0.1 0.000
H 13.64796 7.52334 -15.86354 -0.5 0.2 0.2 0.000
C 1.88782 6.87634 -15.84061 1.0 0.6 -0.1 0.000
O 0.70990 6.94197 -15.11885 -1.3 0.0 0.8 0.000
H 1.70647 6.48058 -16.83991 0.4 -0.3 -0.1 0.000
H 2.33222 7.86890 -15.91426 0.1 0.1 -0.4 0.000
H 2.61011 6.31644 -15.24655 -0.1 -0.5 -0.3 0.000
H 0.17153 7.62253 -15.52945 -0.2 0.0 0.1 0.000
C 12.52945 9.26015 -17.76728 -0.3 -0.2 0.7 0.000
C 11.84953 9.67464 -16.45581 -1.4 0.7 -0.2 0.000
C 10.33837 9.40427 -16.39552 -0.5 0.0 -0.7 0.000
O 12.38391 8.99260 -15.34460 1.2 -0.6 0.0 0.000
H 13.58454 9.53120 -17.80490 0.1 0.0 0.3 0.000
H 12.05493 9.75263 -18.61604 -0.2 0.0 0.1 0.000
H 12.42869 8.18043 -17.87752 0.0 -0.1 -0.2 0.000
H 12.00156 10.74288 -16.30140 0.1 0.3 -0.1 0.000
H 9.88718 9.74305 -15.46291 0.3 -0.1 0.3 0.000
H 10.12537 8.34176 -16.51303 0.2 -0.2 0.1 0.000
H 9.70323 9.89062 -17.13590 0.4 0.3 -0.4 0.000
H 11.80619 9.11651 -14.58798 0.0 0.0 0.0 0.000
C 1.57894 11.22200 -16.99575 -0.4 0.2 -0.2 0.000
C 1.24354 10.90898 -18.43263 0.6 -1.3 -0.6 0.000
C 2.12866 9.79346 -19.03516 0.9 0.8 0.3 0.000
O -0.07391 10.43962 -18.49218 -1.6 -0.2 0.3 0.000
H 0.87684 11.98129 -16.65132 0.1 0.2 0.1 0.000
H 2.60459 11.57789 -16.89832 -0.1 -0.1 0.1 0.000
H 1.39559 10.33859 -16.38414 0.3 -0.1 0.0 0.000
H 1.23390 11.80943 -19.04679 0.8 0.3 0.0 0.000
H 2.19723 8.87582 -18.45093 -0.4 0.1 0.4 0.000
H 3.14976 10.17459 -19.04932 0.3 0.0 -0.3 0.000
H 1.85927 9.48489 -20.04527 -0.2 0.3 -0.1 0.000
H -0.33453 10.52865 -19.41182 -0.3 -0.2 0.0 0.000
C 4.22694 9.83784 -14.71852 -0.3 1.0 0.4 0.000
C 5.65163 10.32901 -14.50991 0.6 -0.9 0.5 0.000
C 6.76528 9.24108 -14.65269 -0.4 0.2 -0.1 0.000
O 5.91940 11.48732 -15.27992 0.1 -0.3 0.6 0.000
H 4.07250 8.83130 -14.32978 -0.1 -0.1 -0.5 0.000
H 3.84444 10.08824 -15.70801 0.2 -0.9 -0.2 0.000
H 3.63163 10.49968 -14.08949 -0.3 0.0 0.2 0.000
H 5.62572 10.60106 -13.45473 0.7 0.5 0.0 0.000
H 7.75221 9.68300 -14.78968 -0.1 0.3 0.2 0.000
H 6.64723 8.54401 -15.48231 -0.4 0.1 -0.2 0.000
H 6.80228 8.62160 -13.75660 0.0 0.0 0.1 0.000
H 5.93711 11.13872 -16.17422 -0.1 0.3 -0.8 0.000
C 6.41255 4.86932 -14.41815 -0.3 -0.4 -0.9 0.000
C 7.59494 4.97975 -13.47915 0.4 0.5 -0.8 0.000
C 8.84065 5.71630 -14.03939 0.0 -0.2 -0.2 0.000
O 7.17483 5.66339 -12.34201 -0.2 0.7 1.2 0.000
H 6.70808 4.36896 -15.34032 -0.1 0.1 -0.2 0.000
H 5.89316 5.79903 -14.65045 0.7 0.5 -0.2 0.000
H 5.57591 4.28825 -14.03021 0.3 -0.5 0.5 0.000
H 7.89786 3.97059 -13.19998 0.2 -0.2 0.0 0.000
H 9.31923 5.15689 -14.84321 -0.1 -0.3 -0.1 0.000
H 9.62236 5.86344 -13.29415 -0.2 -0.3 0.4 0.000
H 8.67355 6.71979 -14.43078 -0.6 0.0 0.0 0.000
H 6.22151 5.56339 -12.28934 0.0 0.1 0.2 0.000
C 11.62983 1.17335 -20.28924 -0.6 0.1 -0.8 0.049
C 12.38968 2.46410 -19.83684 0.2 -3.9 -0.7 0.122
C 12.78128 2.46491 -18.38815 1.3 0.7 1.4 0.123
O 13.53627 2.53072 -20.65344 -2.3 -0.3 -0.1 0.648
H 10.57579 1.15515 -20.01216 0.2 0.3 0.7 -0.009
H 12.08027 0.23326 -19.97075 0.3 0.3 0.4 0.009
H 11.53712 1.08150 -21.37140 0.4 0.4 -0.2 -0.001
H 11.65211 3.24483 -20.02272 -0.2 1.3 -0.4 0.011
H 13.47350 3.28623 -18.20280 0.0 0.2 0.1 0.005
H 13.34410 1.56439 -18.14242 0.0 -0.2 -0.4 0.010
H 12.00990 2.55797 -17.62368 -0.6 0.2 -0.7 -0.004
H 14.12974 3.23695 -20.38767 1.4 1.5 0.9 -0.009
C 8.67902 3.18361 -21.21826 -0.2 -1.1 -0.5 0.002
C 8.79465 4.32548 -22.21848 0.2 0.5 0.9 -0.009
C 10.20451 4.76341 -22.45957 0.7 -0.5 1.2 0.008
O 8.25157 3.92721 -23.44413 -0.6 -0.4 -0.2 0.003
H 7.64309 2.93444 -20.98838 -0.1 0.3 0.0 0.000
H 9.21657 3.18634 -20.27004 0.1 1.0 0.2 0.006
H 9.07786 2.28053 -21.68029 0.0 -0.2 -0.4 0.000
H 8.28593 5.19866 -21.81001 -0.6 0.1 0.0 0.002
H 10.29783 5.46987 -23.28438 0.2 -0.1 0.1 0.000
H 10.81679 3.86913 -22.57570 0.2 0.0 -0.7 -0.002
H 10.54875 5.20036 -21.52219 0.2 0.5 0.0 -0.003
H 8.44537 4.65511 -24.03928 -0.3 0.0 -0.4 0.000
C 8.13317 8.35525 -22.46668 -0.4 0.7 -0.1 0.000
C 8.86466 9.02557 -21.33171 0.5 -0.5 0.5 -0.001
C 10.38412 8.74126 -21.37063 -0.5 0.2 -0.5 0.000
O 8.60337 10.41611 -21.41348 0.1 0.5 -0.5 0.000
H 8.49215 8.75076 -23.41684 0.4 -0.4 -0.2 0.000
H 7.10057 8.70427 -22.47072 -0.2 -0.3 0.3 0.000
H 8.17140 7.27032 -22.36879 0.0 0.1 -0.3 0.000
H 8.42158 8.70849 -20.38765 0.2 -0.5 0.1 0.001
H 10.74972 9.20304 -22.28779 0.2 0.4 0.0 0.000
H 10.66911 7.69630 -21.49282 -0.4 -0.2 0.4 0.000
H 10.90212 9.12981 -20.49381 0.0 0.1 0.0 0.000
H 9.32394 10.90717 -21.01192 0.0 0.0 0.1 0.000
C 14.63128 7.25843 -20.03236 -1.0 1.9 0.0 0.004
C 14.02312 5.93437 -20.36805 -0.2 2.1 -0.7 0.010
C 13.61712 5.78500 -21.82018 0.0 -1.0 0.1 0.003
O 15.02485 5.01306 -20.09268 0.3 -2.3 0.3 0.008
H 15.52887 7.51615 -20.59451 0.0 -0.3 -0.1 -0.001
H 14.78513 7.41384 -18.96452 0.4 -0.5 0.2 0.000
H 13.88823 8.03518 -20.21296 0.0 0.2 -0.4 0.000
H 13.13306 5.84401 -19.74536 -0.2 -0.5 0.3 -0.003
H 14.47467 5.59068 -22.46436 0.2 0.6 0.0 0.000
H 12.94888 6.55565 -22.20444 0.2 0.0 0.1 0.001
H 13.08277 4.83562 -21.85546 -0.5 -0.2 -0.3 0.003
H 15.59113 5.44961 -19.45209 0.3 -0.5 0.3 0.000
C 5.14149 0.14567 -16.97225 -0.4 0.2 0.2 0.000
C 6.54094 -0.04692 -17.62621 -1.7 2.1 -0.4 0.000
C 7.24249 1.32027 -17.85437 -0.3 -0.6 0.6 0.000
O 7.30836 -0.80064 -16.74698 0.6 -0.7 -0.1 0.000
H 5.21416 0.74657 -16.06575 0.2 -0.1 0.1 0.000
H 4.64869 -0.78943 -16.70611 0.5 -0.5 0.2 0.000
H 4.32383 0.58491 -17.54374 0.5 0.5 -0.7 0.000
H 6.34159 -0.55661 -18.56885 0.4 -0.2 -0.3 0.000
H 7.45871 1.73475 -16.86971 0.0 0.1 0.1 0.000
H 6.62293 2.04786 -18.37864 -0.1 -0.2 -0.1 0.000
H 8.20913 1.24954 -18.35308 -0.1 -0.3 -0.2 0.000
H 6.88636 -1.66138 -16.79832 0.3 -0.4 0.5 0.000
C 0.55550 5.92847 -23.00923 0.5 0.8 -0.2 0.000
C 1.07387 5.32058 -21.67416 -1.2 0.4 -0.7 0.000
C 0.68152 6.07931 -20.38525 0.1 0.8 -0.9 0.000
O 0.59104 3.99207 -21.56419 -0.2 0.2 -0.3 0.000
H -0.50659 6.09622 -23.18789 -0.3 -0.4 0.9 0.000
H 0.85064 5.45481 -23.94552 0.4 -0.8 0.4 0.000
H 0.97632 6.92368 -23.15263 0.2 0.3 0.4 0.000
H 2.16175 5.26158 -21.70778 0.2 0.3 -0.2 0.000
H -0.34662 6.44107 -20.37234 -0.4 -0.7 0.0 0.000
H 1.20465 7.03163 -20.29846 0.6 -0.2 0.1 0.000
H 0.90998 5.42731 -19.54216 -0.1 0.3 0.1 0.000
H 1.04304 3.70904 -20.76595 0.0 -0.9 0.2 0.000
```
Forces are in eV/Å.



2 unconnected molecules or ions with the total composition ClHN2O2 in a non-equilibrium geometry, computed with ωB97M-V/def2-TZVPD.

Results
* HOMO (spin up / spin down): -1.359 / -1.358 eV
* orbital gap (spin up / spin down): 7.931 / 7.930 eV
* total energy: -19611.038 eV
* LUMO level (spin up / spin down): 6.6 / 6.6 eV
* net charge: -2
* energy relative to the best compared isomer or geometry (same formula, charge and spin): 32.2 kcal/mol

```
6
Properties=species:S:1:pos:R:3:forces:R:3:mulliken_charge:R:1
N -1.73499 -0.38707 -0.25569 0.2 1.5 -1.8 0.532
N -1.53755 0.86173 -0.44379 -0.6 0.5 4.9 -0.279
O -1.87911 -1.19696 -1.24867 0.0 -0.7 -0.2 -0.765
O -1.58380 1.57858 0.82706 0.2 -2.2 -3.6 -0.701
Cl 8.56235 -0.01262 0.47325 0.1 0.0 0.0 -1.000
H -1.82690 -0.84367 0.64783 0.1 0.9 0.7 0.212
```
Forces are in eV/Å.



> The highest total energy belongs to which entry?

ClHN2O2



> What is the total energy in the first record?

-89830.315 eV